1.
{
  "formula": "C10H10F2O18Pb",
  "method": "wB97M-V/def2-TZVPD",
  "e_lumo_ev": 4.108,
  "charge": -2,
  "species": ["Pb", "O", "C", "O", "O", "H", "O", "C", "O", "O", "H", "O", "C", "O", "O", "H", "O", "C", "O", "O", "H", "C", "C", "O", "C", "O", "O", "F", "H", "H", "H", "C", "C", "O", "C", "O", "O", "F", "H", "H", "H"],
  "xyz": [[-0.86629, 0.53595, -0.32980], [-2.56341, 3.67262, -3.31561], [-1.72487, 3.56823, -2.19915], [-1.70647, 2.37699, -1.72262], [-1.14179, 4.55611, -1.82225], [-2.94096, 2.78399, -3.33560], [0.14065, -1.88370, 3.69399], [-0.38932, -0.71224, 3.10623], [-0.81268, 0.12604, 3.89937], [-0.34983, -0.71039, 1.84563], [0.14867, -1.59619, 4.61504], [2.15074, 2.24379, 0.87546], [1.02100, 3.02300, 1.18708], [-0.06188, 2.39383, 1.31344], [1.24840, 4.22081, 1.40080], [2.89451, 2.84287, 0.99232], [-3.50789, -0.08194, -0.57358], [-3.78692, 0.71636, 0.52594], [-4.96832, 1.10845, 0.64929], [-2.76340, 0.98278, 1.18358], [-4.37715, -0.17898, -0.98206], [-2.46374, -4.67625, 0.89819], [-0.99199, -4.70697, 1.25454], [-0.47557, -3.98899, 0.12407], [-1.39137, -3.04495, -0.19504], [-1.21308, -2.12261, -0.90615], [-2.58756, -3.37615, 0.37641], [-0.39463, -5.92453, 1.23117], [-3.11953, -4.80169, 1.75942], [-2.70306, -5.49147, 0.20756], [-0.71150, -4.16142, 2.15625], [4.69371, 0.50320, -1.97927], [4.58584, 1.98278, -1.63098], [3.26977, 2.26099, -2.01722], [2.54441, 1.14841, -1.71872], [1.38544, 1.09132, -1.55282], [3.37452, 0.06596, -1.65359], [5.42190, 2.73845, -2.40812], [5.37702, -0.05685, -1.34452], [4.97043, 0.37887, -3.02720], [4.78619, 2.19355, -0.58150]],
  "forces_ev_per_a": [[-0.708, 1.714, 2.198], [-0.141, -0.131, -0.063], [0.216, -0.703, 0.656], [-0.075, -0.143, -0.301], [0.161, 0.539, -0.231], [-0.079, 0.067, -0.161], [0.220, -0.223, 0.061], [-0.476, 0.943, -0.836], [0.248, -0.344, 0.070], [0.105, -0.766, 0.197], [-0.059, -0.255, 0.109], [0.510, -0.722, -0.251], [-1.204, 0.740, 1.048], [0.832, -0.453, -1.279], [0.361, -0.282, -0.145], [-0.216, 0.312, 0.057], [-0.592, -0.731, -0.611], [-0.910, 1.542, 0.517], [0.813, -0.795, -0.049], [0.336, -0.148, -0.241], [0.143, -0.039, -0.244], [-0.081, -0.778, 1.317], [0.459, 0.589, -0.869], [0.280, 0.238, 0.439], [-0.347, -0.477, 0.166], [0.082, -0.179, -0.437], [-0.064, 0.137, -0.556], [-0.334, -0.245, 0.132], [0.045, 0.293, 0.040], [0.105, 0.305, -0.410], [-0.031, -0.108, 0.156], [0.096, 0.005, 0.904], [0.481, -0.351, -0.936], [-0.113, 0.176, 0.663], [0.212, -0.287, 0.018], [-0.041, 0.146, -0.746], [0.156, 0.112, -0.460], [0.007, -0.025, 0.176], [0.105, 0.101, -0.027], [-0.320, -0.051, -0.102], [-0.182, 0.277, 0.030]],
  "mulliken_charge": [2.04, -0.57, 0.53, -0.66, -0.64, 0.30, -0.50, 0.46, -0.68, -0.51, 0.25, -0.44, 0.66, -0.65, -0.75, 0.21, -0.42, 0.76, -0.78, -0.63, 0.24, -0.48, 0.37, -0.32, 0.63, -0.57, -0.25, -0.31, 0.28, 0.28, 0.22, -0.47, 0.36, -0.24, 0.70, -0.52, -0.34, -0.32, 0.26, 0.27, 0.23]
}

***

2.
{
  "formula": "C10H12N2S",
  "method": "wB97M-V/def2-TZVPD",
  "e_lumo_ev": 0.807,
  "smiles": "C[C@H]1CN=C(Nc2ccccc2)S1",
  "charge": 0,
  "species": ["C", "C", "C", "C", "C", "C", "C", "C", "C", "C", "H", "H", "H", "H", "H", "H", "H", "H", "H", "H", "H", "H", "N", "N", "S"],
  "xyz": [[3.84975, -1.35069, 0.34783], [2.63569, -0.24513, 0.35929], [2.91721, 0.99493, -0.12131], [0.59572, 0.99146, -0.35508], [-1.77695, 0.53054, -0.33082], [-1.91971, -0.67753, -0.79827], [-3.15808, -1.41488, -0.57817], [-4.07523, -0.75965, 0.16136], [-3.79630, 0.46242, 0.80417], [-2.72387, 1.18576, 0.38227], [3.84315, -2.16258, 1.17597], [4.00726, -1.76101, -0.65273], [4.77112, -0.98203, 0.58662], [2.48599, 0.11836, 1.35261], [3.77483, 1.53217, 0.32654], [3.33765, 0.80675, -1.07706], [-0.83703, 2.26177, -1.27546], [-1.04425, -1.05585, -1.42083], [-3.13955, -2.40954, -1.09779], [-5.00626, -1.18207, 0.82337], [-4.40554, 0.87239, 1.53127], [-2.42335, 1.97255, 1.22639], [1.62295, 1.79751, -0.15809], [-0.58202, 1.22342, -0.97922], [1.04684, -0.74909, -0.23285]],
  "forces_ev_per_a": [[-3.151, -1.037, 0.463], [1.377, -5.657, 4.508], [0.745, 5.549, -3.257], [4.251, 0.596, -0.428], [2.930, 3.492, -2.537], [-1.134, -4.723, -2.104], [3.297, -0.283, -1.740], [-3.714, -0.778, 4.635], [0.772, -0.661, -2.834], [0.747, 2.291, 5.104], [-1.026, 0.999, -1.649], [-0.498, -0.317, 0.146], [2.335, 2.184, 0.540], [-0.507, -1.389, 1.913], [-0.856, -0.115, 0.623], [-0.135, 0.778, -2.208], [1.172, -2.801, 1.206], [-1.796, 0.101, 0.663], [-0.849, 0.968, 1.016], [1.953, 0.044, -2.758], [-1.370, 0.455, 1.284], [-0.446, -0.824, -2.713], [-0.930, -1.209, -0.965], [-2.862, 2.952, 1.296], [-0.303, -0.613, -0.208]],
  "mulliken_charge": [-1.38, 0.61, -0.89, 0.57, 0.24, 0.00, -0.68, -0.39, -0.33, -0.38, 0.31, 0.36, 0.50, 0.18, 0.35, 0.32, 0.34, 0.37, 0.33, 0.17, 0.46, 0.17, -0.68, -0.23, -0.32]
}

***

3.
{
  "formula": "C19H26N3O3S3SiSr",
  "method": "wB97M-V/def2-TZVPD",
  "e_lumo_ev": 2.143,
  "charge": -1,
  "species": ["Sr", "S", "C", "N", "C", "C", "C", "C", "C", "C", "S", "H", "H", "H", "H", "N", "N", "C", "O", "O", "H", "H", "H", "C", "C", "C", "C", "C", "C", "C", "S", "C", "O", "H", "H", "H", "H", "H", "H", "H", "H", "H", "H", "C", "Si", "C", "C", "H", "H", "H", "H", "H", "H", "H", "H", "H"],
  "xyz": [[0.36196, 0.43260, -0.05095], [1.89050, 0.12726, 3.01316], [0.65358, 1.27825, 3.22548], [-0.16856, 1.68914, 2.27689], [-1.04039, 2.65936, 2.73557], [-2.00475, 3.29839, 1.95904], [-2.82718, 4.24799, 2.53866], [-2.69832, 4.57200, 3.89210], [-1.73853, 3.94986, 4.67376], [-0.91237, 2.99698, 4.09189], [0.37193, 2.05282, 4.77423], [-2.09562, 3.05695, 0.90634], [-3.57642, 4.74576, 1.93570], [-3.35175, 5.31596, 4.32933], [-1.63824, 4.20803, 5.72061], [-0.71806, -1.46718, 1.78912], [-1.83088, -2.06280, 1.17350], [-1.89810, -2.00002, -0.23283], [-2.73323, -2.67314, -0.82830], [-1.05379, -1.17596, -0.74100], [0.00259, -2.13355, 2.03811], [-0.99456, -0.95250, 2.61372], [-2.22119, -2.89756, 1.58053], [-2.35876, -2.24254, -6.56926], [-2.36550, -1.32978, -5.37532], [-1.20772, -0.66016, -4.99567], [-1.17758, 0.14722, -3.86813], [-2.33669, 0.28826, -3.12578], [-3.49933, -0.38508, -3.45837], [-3.50624, -1.18018, -4.59080], [-2.26204, 1.26521, -1.64410], [-3.18376, 2.68566, -2.19400], [-0.82351, 1.79150, -1.56362], [-1.59475, -1.94268, -7.28649], [-3.32258, -2.24343, -7.07952], [-2.13981, -3.27074, -6.27316], [-0.30096, -0.78328, -5.57654], [-0.26520, 0.63935, -3.55961], [-4.37604, -0.33502, -2.82449], [-4.40875, -1.72108, -4.85117], [-2.66768, 3.11783, -3.05105], [-3.23652, 3.40029, -1.37534], [-4.18629, 2.35587, -2.46690], [2.74630, -1.67491, -2.83447], [2.99866, -0.08429, -1.77611], [3.27354, 1.18675, -3.20035], [4.78897, -0.34182, -1.16280], [3.52501, -1.76914, -3.60387], [1.77368, -1.68000, -3.33688], [2.77839, -2.57594, -2.21386], [4.11853, 0.89472, -3.83886], [3.47056, 2.19368, -2.81996], [2.38805, 1.25871, -3.84183], [5.44972, -0.56744, -2.00975], [4.84940, -1.16848, -0.44975], [5.17700, 0.54488, -0.65412]],
  "forces_ev_per_a": [[1.633, -0.280, 1.542], [-0.255, 0.244, 0.073], [0.371, -0.453, -0.512], [-0.175, 0.379, 0.068], [0.068, -0.169, -0.122], [-0.115, 0.100, -0.059], [0.058, -0.018, 0.105], [-0.059, 0.008, -0.133], [0.027, -0.005, 0.052], [-0.112, 0.082, -0.026], [0.010, 0.093, 0.341], [0.047, -0.053, 0.026], [-0.009, 0.013, 0.013], [0.013, 0.001, 0.024], [0.024, -0.024, 0.004], [-0.134, -0.075, -0.025], [-0.096, 0.034, 0.019], [0.449, 0.420, -0.287], [-0.146, -0.096, 0.224], [-0.890, -0.615, -0.631], [0.042, -0.012, 0.034], [0.023, -0.007, 0.053], [0.027, -0.054, 0.020], [-0.011, -0.026, -0.083], [0.050, 0.032, 0.084], [0.074, 0.044, 0.018], [-0.131, -0.075, -0.149], [0.207, 0.069, -0.017], [0.040, -0.050, -0.005], [-0.091, -0.061, -0.041], [0.534, 0.117, 0.162], [-0.129, 0.152, -0.318], [-1.325, 0.167, -0.411], [-0.001, 0.011, 0.002], [-0.012, 0.001, 0.022], [-0.017, 0.011, 0.042], [-0.007, -0.012, -0.002], [-0.002, 0.027, 0.028], [0.004, 0.029, 0.015], [0.010, -0.001, -0.008], [-0.046, 0.017, 0.010], [0.040, -0.027, 0.051], [0.001, 0.035, -0.012], [0.063, -0.071, -0.026], [-0.275, 0.049, -0.168], [0.076, 0.050, -0.054], [0.119, -0.002, 0.019], [-0.004, -0.017, 0.007], [-0.008, 0.033, -0.002], [0.008, 0.003, 0.006], [-0.009, 0.012, -0.003], [0.023, -0.003, -0.001], [-0.020, -0.011, 0.014], [0.039, -0.013, 0.040], [0.003, -0.020, -0.011], [-0.004, 0.018, -0.014]],
  "mulliken_charge": [1.62, -0.36, -0.05, -0.02, -0.85, 0.11, -0.57, -0.41, -0.52, 0.84, -0.32, 0.15, 0.36, 0.35, 0.37, -0.21, -0.25, 0.13, -0.75, -0.60, 0.17, 0.20, 0.21, -1.49, 0.95, -0.79, -0.76, 0.48, -0.61, -0.76, 0.78, -1.03, -0.79, 0.37, 0.39, 0.29, 0.33, 0.75, 0.40, 0.33, 0.30, 0.34, 0.39, -1.15, 0.51, -1.29, -1.24, 0.37, 0.18, 0.29, 0.35, 0.29, 0.31, 0.31, 0.30, 0.30]
}

***

We obtain HOMO level values of -2.62, -8.43, -3.27 eV for the records listed above, in that order.